Record 1
{
  "formula": "C6H10",
  "method": "the ωB97M-V functional and the def2-TZVPD basis",
  "relative_energy_kcal_mol": 51.8,
  "energy_ev": -6381.6136,
  "smiles": "C1CC2(C1)CC2",
  "homo_lumo_gap_ev": 10.39,
  "largest_force_ev_per_a": 0.58,
  "symbols": ["C", "C", "C", "C", "C", "C", "H", "H", "H", "H", "H", "H", "H", "H", "H", "H"],
  "positions_angstrom": [[1.773, -0.164, 0.244], [0.601, -1.162, 0.089], [-0.299, 0.003, -0.316], [0.870, 1.014, -0.184], [-1.458, 0.537, 0.462], [-1.733, -0.252, -0.762], [2.588, -0.335, -0.458], [2.172, -0.085, 1.258], [0.784, -1.916, -0.694], [0.264, -1.682, 0.992], [1.193, 1.672, -0.990], [0.643, 1.644, 0.690], [-1.601, 0.214, 1.482], [-1.507, 1.618, 0.308], [-2.281, 0.176, -1.596], [-2.010, -1.283, -0.526]],
  "mulliken_charge": [-0.427, -0.831, 0.752, -0.747, -0.921, -0.540, 0.231, 0.272, 0.226, 0.310, 0.365, 0.258, 0.272, 0.273, 0.268, 0.239]
}

***

Record 2
{
  "formula": "C6H10",
  "method": "the ωB97M-V functional and the def2-TZVPD basis",
  "relative_energy_kcal_mol": 87.0,
  "energy_ev": -6380.0860,
  "smiles": "C1=C2C[C@H]2CC1.[H][H]",
  "homo_lumo_gap_ev": 9.45,
  "largest_force_ev_per_a": 0.27,
  "symbols": ["C", "C", "C", "C", "C", "C", "H", "H", "H", "H", "H", "H", "H", "H", "H", "H"],
  "positions_angstrom": [[-0.573, 0.751, -0.667], [0.589, 0.118, -0.508], [1.583, -0.076, 0.563], [0.497, -1.128, 0.259], [-0.962, -1.214, 0.726], [-1.694, -0.037, -0.005], [-0.694, 1.789, -0.965], [1.479, 0.605, 1.408], [2.607, -0.385, 0.363], [0.924, -2.021, -0.200], [-1.364, -2.179, 0.397], [-1.099, -1.169, 1.813], [-2.141, 0.650, 0.730], [-2.517, -0.361, -0.655], [1.719, 2.701, -1.633], [1.646, 1.957, -1.627]],
  "mulliken_charge": [-0.445, 0.308, -0.693, -0.206, -0.708, -0.437, 0.305, 0.210, 0.259, 0.333, 0.259, 0.300, 0.241, 0.306, 0.181, -0.213]
}

***

Record 3
{
  "formula": "C6H10B2",
  "method": "the ωB97M-V functional and the def2-TZVPD basis",
  "relative_energy_kcal_mol": 12.4,
  "energy_ev": -7732.0574,
  "smiles": "BC(=C)/C(B)=C\\C=C",
  "homo_lumo_gap_ev": 8.29,
  "largest_force_ev_per_a": 3.90,
  "symbols": ["B", "C", "C", "C", "B", "C", "C", "C", "H", "H", "H", "H", "H", "H", "H", "H", "H", "H"],
  "positions_angstrom": [[0.937, 0.869, 1.418], [1.071, 0.453, -0.146], [1.616, 1.173, -1.129], [0.418, -0.889, -0.370], [1.421, -1.947, -0.768], [-0.891, -0.910, -0.007], [-1.611, 0.203, 0.490], [-2.886, 0.526, 0.425], [0.810, 1.919, 1.813], [1.304, -0.088, 1.900], [1.691, 0.785, -2.123], [2.169, 2.100, -0.925], [0.784, -2.942, -1.008], [2.545, -1.694, -1.215], [-1.400, -1.863, -0.065], [-0.982, 0.936, 0.950], [-3.289, 1.439, 0.859], [-3.706, -0.070, -0.098]],
  "mulliken_charge": [0.286, 0.008, -0.984, 0.034, 0.218, -0.232, 0.053, -0.948, -0.074, -0.052, 0.330, 0.271, -0.100, -0.046, 0.439, 0.266, 0.280, 0.250]
}

***

Record 4
{
  "formula": "C6H10B2KO4",
  "method": "the ωB97M-V functional and the def2-TZVPD basis",
  "relative_energy_kcal_mol": 0.0,
  "energy_ev": -32243.5566,
  "total_charge": -3,
  "homo_lumo_gap_ev": 3.80,
  "largest_force_ev_per_a": 7.56,
  "symbols": ["K", "B", "H", "H", "H", "H", "B", "H", "H", "H", "H", "C", "C", "C", "O", "C", "C", "C", "O", "O", "O", "H", "H"],
  "positions_angstrom": [[-0.427, 0.428, 2.029], [2.163, -0.143, 3.031], [1.530, 0.551, 3.562], [3.069, -0.164, 3.617], [1.715, -1.109, 2.856], [2.370, 0.207, 2.031], [-1.431, 2.889, 1.725], [-0.749, 2.937, 0.890], [-2.141, 2.087, 1.591], [-0.838, 2.761, 2.617], [-1.915, 3.851, 1.777], [-0.773, -0.204, -1.140], [0.326, -1.097, -0.780], [0.950, -2.187, -1.859], [1.796, -3.024, -1.607], [0.182, -2.113, -3.176], [-0.825, -1.239, -3.489], [-1.251, -0.296, -2.423], [-2.119, 0.720, -2.627], [-1.407, -1.283, -4.599], [0.733, -1.208, 0.390], [-1.254, 0.410, -0.393], [0.296, -2.775, -4.021]],
  "mulliken_charge": [0.283, 0.661, -0.403, -0.270, -0.347, -0.265, 0.439, -0.237, -0.346, -0.295, -0.278, -0.439, 1.193, 0.259, -0.732, -0.526, -0.060, 0.446, -0.839, -0.799, -0.703, -0.035, 0.292]
}

***

Record 5
{
  "formula": "C6H10BN2O2",
  "method": "the ωB97M-V functional and the def2-TZVPD basis",
  "relative_energy_kcal_mol": 0.0,
  "energy_ev": -14132.6427,
  "total_charge": 1,
  "smiles": "Cc1[nH]ccc(=[NH2+])c1B(O)O",
  "homo_lumo_gap_ev": 9.68,
  "largest_force_ev_per_a": 4.30,
  "symbols": ["C", "C", "N", "C", "C", "C", "N", "C", "B", "O", "O", "H", "H", "H", "H", "H", "H", "H", "H", "H", "H"],
  "positions_angstrom": [[-0.226, 2.371, 0.121], [-0.638, 0.948, 0.084], [-1.940, 0.747, -0.048], [-2.500, -0.519, -0.047], [-1.656, -1.622, 0.061], [-0.276, -1.461, 0.077], [0.485, -2.594, 0.004], [0.258, -0.151, 0.125], [1.822, 0.104, 0.011], [2.678, -0.964, -0.077], [2.301, 1.368, -0.109], [-0.053, 2.720, 1.186], [0.717, 2.585, -0.501], [-0.975, 3.139, -0.268], [-2.543, 1.524, -0.189], [-3.585, -0.736, -0.370], [-2.243, -2.554, -0.267], [0.098, -3.365, 0.403], [1.468, -2.476, -0.066], [3.556, -0.710, -0.282], [3.251, 1.646, 0.152]],
  "mulliken_charge": [-1.223, 0.214, 0.016, -0.312, -0.551, 0.631, -0.377, 0.270, 0.677, -0.625, -0.585, 0.297, 0.293, 0.359, 0.246, 0.308, 0.276, 0.236, 0.234, 0.294, 0.322]
}

***

Record 6
{
  "formula": "C6H10Br2ClNO2S",
  "method": "the ωB97M-V functional and the def2-TZVPD basis",
  "relative_energy_kcal_mol": 43.0,
  "energy_ev": -175407.8240,
  "homo_lumo_gap_ev": 7.51,
  "largest_force_ev_per_a": 3.89,
  "symbols": ["C", "C", "C", "C", "C", "C", "N", "O", "O", "S", "Cl", "Br", "Br", "H", "H", "H", "H", "H", "H", "H", "H", "H", "H"],
  "positions_angstrom": [[-0.794, -0.825, -0.208], [-0.206, -0.407, 1.118], [0.280, -0.571, -1.288], [0.044, 1.057, 0.989], [0.466, 0.937, -1.382], [4.793, -0.071, 0.364], [0.814, 1.427, -0.115], [2.580, 2.191, 1.579], [2.770, -0.040, 0.504], [2.471, 1.551, 0.283], [5.329, 0.401, 1.893], [5.021, -1.854, -0.052], [5.303, 0.964, -1.100], [-0.997, -1.846, -0.174], [-1.530, -0.104, -0.508], [-0.980, -0.627, 1.869], [0.783, -0.851, 1.252], [1.298, -0.945, -0.958], [0.164, -0.963, -2.340], [-0.959, 1.480, 0.860], [0.411, 1.524, 1.892], [1.196, 1.261, -2.201], [-0.496, 1.451, -1.900]],
  "mulliken_charge": [-0.917, -0.257, -0.281, -1.025, -0.796, 0.255, 0.117, -0.636, -0.449, 0.673, 0.017, 0.023, 0.048, 0.408, 0.375, 0.360, 0.216, 0.188, 0.346, 0.399, 0.398, 0.324, 0.216]
}

***

Record 7
{
  "formula": "C6H10Br2Si",
  "method": "the ωB97M-V functional and the def2-TZVPD basis",
  "relative_energy_kcal_mol": 35.1,
  "energy_ev": -154345.4368,
  "homo_lumo_gap_ev": 8.35,
  "largest_force_ev_per_a": 3.43,
  "symbols": ["C", "C", "C", "C", "C", "C", "Si", "Br", "Br", "H", "H", "H", "H", "H", "H", "H", "H", "H", "H"],
  "positions_angstrom": [[2.309, -0.048, -0.791], [1.574, -1.185, -0.201], [-1.611, -0.825, 1.111], [-1.175, 0.441, 1.799], [0.917, -0.304, -1.231], [-1.825, 0.485, 0.418], [-0.649, 0.765, -1.005], [-1.205, 0.701, -3.183], [0.452, 3.598, -0.928], [2.405, 0.760, -0.170], [3.232, -0.110, -1.454], [1.600, -2.172, -0.517], [1.234, -1.099, 0.885], [-0.898, -1.582, 0.959], [-2.469, -1.190, 1.635], [-1.717, 0.864, 2.658], [-0.163, 0.698, 1.728], [0.712, -0.921, -2.086], [-2.722, 1.125, 0.375]],
  "mulliken_charge": [-0.551, -0.608, -0.646, -0.515, -0.080, 0.084, 0.320, -0.265, -0.494, 0.234, 0.223, 0.252, 0.217, 0.219, 0.292, 0.276, 0.185, 0.446, 0.412]
}

***

Record 8
{
  "formula": "C6H10BrClO2",
  "method": "the ωB97M-V functional and the def2-TZVPD basis",
  "relative_energy_kcal_mol": 39.1,
  "energy_ev": -93040.2871,
  "homo_lumo_gap_ev": 9.75,
  "largest_force_ev_per_a": 4.14,
  "symbols": ["C", "C", "C", "C", "C", "C", "O", "O", "Cl", "Br", "H", "H", "H", "H", "H", "H", "H", "H", "H", "H"],
  "positions_angstrom": [[-2.369, 1.064, -0.953], [-1.118, 1.696, -0.301], [1.743, -2.133, 1.297], [1.025, -1.485, 0.056], [0.123, 0.887, 0.347], [1.180, 0.057, -0.380], [-1.261, 1.479, -1.668], [1.350, 0.228, -1.746], [-1.300, 3.268, 0.625], [3.189, 0.808, -0.172], [-2.700, 0.025, -0.817], [-3.052, 1.927, -1.027], [1.263, -1.728, 2.171], [2.790, -1.816, 1.265], [1.691, -3.237, 1.315], [1.281, -2.118, -0.753], [-0.129, -1.339, 0.194], [0.617, 1.354, 1.184], [-0.506, 0.123, 0.869], [0.432, 0.506, -2.051]],
  "mulliken_charge": [-0.298, 0.744, -1.048, -0.479, -1.336, 0.654, -0.463, -0.534, -0.224, -0.271, 0.289, 0.262, 0.280, 0.289, 0.337, 0.359, 0.202, 0.519, 0.315, 0.404]
}

***

Record 9
{
  "formula": "C6H10BrF",
  "method": "the ωB97M-V functional and the def2-TZVPD basis",
  "relative_energy_kcal_mol": 66.3,
  "energy_ev": -79140.0620,
  "homo_lumo_gap_ev": [8.58, 8.14],
  "largest_force_ev_per_a": 4.06,
  "symbols": ["C", "C", "C", "C", "C", "C", "F", "Br", "H", "H", "H", "H", "H", "H", "H", "H", "H", "H"],
  "positions_angstrom": [[-0.419, -1.084, 1.187], [-1.521, -1.058, 0.226], [0.523, -0.021, 0.727], [-0.328, 1.081, 0.104], [1.461, -0.493, -0.388], [-0.140, 1.575, -1.276], [1.354, 0.436, 1.706], [-1.364, 2.270, 1.229], [-0.630, -1.138, 2.309], [0.144, -2.103, 1.073], [-1.250, -1.293, -0.750], [-2.505, -1.200, 0.480], [2.116, 0.326, -0.601], [0.704, -0.924, -1.127], [1.973, -1.426, -0.055], [-0.556, 0.911, -2.041], [0.986, 1.495, -1.391], [-0.549, 2.648, -1.412]],
  "mulliken_charge": [-0.313, -1.030, 1.313, -0.085, -1.727, -0.748, -0.434, -0.157, 0.336, 0.235, 0.313, 0.368, 0.471, 0.313, 0.393, 0.225, 0.154, 0.372]
}

***

Record 10
{
  "formula": "C6H10Cl2",
  "method": "the ωB97M-V functional and the def2-TZVPD basis",
  "relative_energy_kcal_mol": 85.3,
  "energy_ev": -31425.3439,
  "homo_lumo_gap_ev": [8.28, 7.90],
  "largest_force_ev_per_a": 5.36,
  "symbols": ["C", "C", "C", "C", "C", "C", "Cl", "Cl", "H", "H", "H", "H", "H", "H", "H", "H", "H", "H"],
  "positions_angstrom": [[0.037, -1.482, 0.649], [-0.827, 0.093, -0.955], [-1.153, -0.506, 0.330], [1.282, -0.667, 0.231], [-1.103, 1.490, -1.290], [1.606, 0.529, 1.088], [-2.644, -1.496, 0.072], [2.487, -1.360, -0.764], [0.376, -1.920, 1.533], [-0.247, -2.381, -0.029], [-0.380, -0.491, -1.666], [-1.468, 0.247, 1.106], [-1.619, 1.538, -2.230], [-0.064, 2.049, -1.480], [-1.595, 2.055, -0.467], [2.426, 0.194, 1.830], [0.752, 0.815, 1.554], [2.134, 1.294, 0.487]],
  "mulliken_charge": [-0.891, -0.310, 0.110, 0.421, -1.146, -1.151, -0.228, -0.195, 0.424, 0.287, 0.560, 0.259, 0.369, 0.206, 0.305, 0.328, 0.335, 0.316]
}

***

Record 11
{
  "formula": "C6H10Cl2Si",
  "method": "the ωB97M-V functional and the def2-TZVPD basis",
  "relative_energy_kcal_mol": 0.0,
  "energy_ev": -39309.6727,
  "smiles": "Cl[Si]1(Cl)[C@H]2CC[C@@H]1CC2",
  "homo_lumo_gap_ev": 10.02,
  "largest_force_ev_per_a": 1.63,
  "symbols": ["Cl", "Si", "Cl", "C", "C", "C", "C", "C", "C", "H", "H", "H", "H", "H", "H", "H", "H", "H", "H"],
  "positions_angstrom": [[0.838, -2.237, 2.197], [0.371, -0.312, 1.514], [0.717, 1.220, 2.926], [-1.208, -0.183, 0.488], [-0.812, -1.279, -0.540], [0.642, -1.038, -0.992], [1.284, 0.099, -0.120], [0.591, 1.437, -0.428], [-0.955, 1.288, -0.002], [-2.166, -0.279, 1.011], [-0.882, -2.261, -0.088], [-1.469, -1.294, -1.378], [0.616, -0.725, -2.023], [1.216, -1.923, -0.899], [2.385, 0.112, -0.106], [1.038, 2.289, 0.069], [0.695, 1.602, -1.503], [-1.294, 2.029, 0.722], [-1.608, 1.456, -0.848]],
  "mulliken_charge": [-0.306, 0.409, -0.311, -0.112, -0.917, -0.829, -0.105, -0.839, -0.850, 0.501, 0.391, 0.415, 0.342, 0.317, 0.474, 0.320, 0.356, 0.363, 0.380]
}

***

Record 12
{
  "formula": "C6H10ClN",
  "method": "the ωB97M-V functional and the def2-TZVPD basis",
  "relative_energy_kcal_mol": 7.0,
  "energy_ev": -20396.1678,
  "smiles": "N[C@@H]1CC[C@H]2[C@@H](Cl)[C@H]21",
  "homo_lumo_gap_ev": 10.18,
  "largest_force_ev_per_a": 1.08,
  "symbols": ["N", "C", "C", "C", "C", "C", "Cl", "C", "H", "H", "H", "H", "H", "H", "H", "H", "H", "H"],
  "positions_angstrom": [[2.043, -0.887, -0.399], [0.607, -0.745, -0.622], [0.284, 0.648, -1.180], [-0.211, 1.506, -0.011], [-0.683, 0.538, 1.063], [-1.658, -0.531, 0.710], [-2.685, -0.474, -0.726], [-0.189, -0.855, 0.686], [2.350, -0.196, 0.294], [2.279, -1.779, -0.017], [0.320, -1.514, -1.366], [-0.460, 0.582, -1.946], [1.176, 1.067, -1.657], [-1.029, 2.192, -0.313], [0.597, 2.101, 0.436], [-0.675, 0.870, 2.091], [-2.219, -0.959, 1.522], [0.153, -1.564, 1.436]],
  "mulliken_charge": [-0.703, 0.386, -1.185, -0.615, -0.324, -0.282, -0.224, -0.406, 0.260, 0.251, 0.309, 0.361, 0.458, 0.290, 0.330, 0.381, 0.401, 0.313]
}

***

Record 13
{
  "formula": "C6H10ClN",
  "method": "the ωB97M-V functional and the def2-TZVPD basis",
  "relative_energy_kcal_mol": 22.0,
  "energy_ev": -20395.5163,
  "smiles": "CC1=C(Cl)CN[C@@H]1C",
  "homo_lumo_gap_ev": 9.78,
  "largest_force_ev_per_a": 3.64,
  "symbols": ["C", "C", "C", "Cl", "C", "N", "C", "C", "H", "H", "H", "H", "H", "H", "H", "H", "H", "H"],
  "positions_angstrom": [[-1.950, 0.797, 0.323], [-0.558, 0.459, -0.083], [0.192, 1.230, -0.895], [-0.239, 2.556, -1.867], [1.631, 0.884, -0.664], [1.706, -0.498, -0.121], [0.455, -0.508, 0.638], [-0.066, -1.890, 0.572], [-2.414, 1.669, -0.213], [-2.043, 0.935, 1.401], [-2.654, -0.052, 0.137], [2.212, 1.046, -1.651], [2.153, 1.567, 0.081], [1.607, -1.103, -0.968], [0.734, -0.331, 1.687], [-0.527, -2.198, -0.401], [0.677, -2.543, 0.826], [-0.918, -2.021, 1.198]],
  "mulliken_charge": [-1.300, 0.248, 0.325, -0.214, -0.603, -0.508, 0.556, -1.846, 0.329, 0.304, 0.306, 0.343, 0.198, 0.335, 0.220, 0.369, 0.505, 0.434]
}

***

Record 14
{
  "formula": "C6H10ClN",
  "method": "the ωB97M-V functional and the def2-TZVPD basis",
  "relative_energy_kcal_mol": 35.0,
  "energy_ev": -20390.3526,
  "multiplicity": 3,
  "homo_lumo_gap_ev": [6.63, 8.62],
  "largest_force_ev_per_a": 5.00,
  "symbols": ["C", "C", "C", "C", "C", "C", "N", "Cl", "H", "H", "H", "H", "H", "H", "H", "H", "H", "H"],
  "positions_angstrom": [[0.077, 0.739, 0.848], [1.073, 0.369, -0.215], [0.456, -2.077, 0.104], [-1.324, 1.104, 0.282], [1.085, -1.128, -0.568], [-2.781, -0.661, -0.771], [-1.711, 0.073, -0.674], [-4.115, 0.001, 0.175], [0.054, 0.025, 1.590], [0.354, 1.605, 1.344], [0.752, 0.900, -1.082], [1.997, 0.754, 0.316], [-0.049, -1.888, 1.053], [0.626, -3.147, -0.041], [-2.142, 0.957, 1.033], [-1.239, 1.957, -0.274], [1.645, -1.227, -1.482], [-0.869, -0.261, -1.064]],
  "mulliken_charge": [-1.018, -0.513, -0.528, -0.563, -0.338, 0.177, -0.153, -0.199, 0.483, 0.443, 0.386, 0.311, 0.179, 0.282, 0.366, 0.267, 0.314, 0.104]
}